Density functional theory data (ωB97M-V/def2-TZVPD) for a structure of composition AlO2V in a non-equilibrium geometry.

XYZ file:
```
4
Properties=species:S:1:pos:R:3:lowdin_charge:R:1
V -0.01 -0.58 1.79 1.678
Al -0.96 0.38 -4.25 2.082
O -0.15 -0.28 0.20 0.046
O 1.12 0.49 2.26 0.193
```

Calculated values
Net charge = +4
Energy relative to the best compared isomer or geometry (same formula, charge and spin) = 0.00 kcal/mol
Kohn-Sham gap = 2.694 eV

=====

Density functional theory data (ωB97M-V/def2-TZVPD) for a structure of composition AsF6H26O13 in a non-equilibrium geometry.

XYZ file:
```
46
Properties=species:S:1:pos:R:3:lowdin_charge:R:1
As -15.11 -2.11 -2.24 0.905
F -14.43 -2.82 -3.78 -0.325
F -15.80 -1.48 -0.62 -0.349
F -15.12 -0.52 -2.94 -0.271
F -13.44 -1.87 -1.67 -0.310
F -16.74 -2.38 -2.82 -0.286
F -15.04 -3.83 -1.50 -0.355
O -12.69 -6.88 -3.80 -0.059
O -8.90 -4.10 -4.60 -0.052
O -20.44 -4.50 -5.49 -0.057
O -10.35 -3.30 1.61 -0.058
O -13.45 5.03 -3.53 -0.055
O -14.40 0.38 4.56 -0.056
O -9.63 0.30 -3.60 -0.053
O -17.28 1.62 -6.61 -0.058
O -12.76 0.43 -7.30 -0.050
O -17.85 -7.70 2.00 -0.057
O -19.64 -1.05 2.58 -0.058
O -14.94 -2.99 -9.11 -0.058
O -11.01 3.02 -0.84 -0.049
H -17.94 1.12 -6.11 0.029
H -19.60 -2.00 2.70 0.027
H -10.18 3.49 -0.91 0.025
H -9.11 0.97 -3.16 0.021
H -12.89 5.03 -2.75 0.019
H -9.23 -3.26 -4.29 0.026
H -17.40 -7.27 1.27 0.032
H -10.26 0.01 -2.94 0.031
H -7.98 -4.12 -4.32 0.025
H -15.17 0.31 4.00 0.031
H -20.27 -5.44 -5.43 0.026
H -10.89 2.43 -0.10 0.032
H -12.08 0.50 -6.62 0.028
H -19.84 -4.10 -4.85 0.031
H -18.76 -7.43 1.91 0.025
H -14.90 -3.57 -8.35 0.031
H -13.32 -6.48 -3.20 0.028
H -10.72 -2.58 1.10 0.027
H -11.05 -3.56 2.21 0.030
H -12.33 0.75 -8.09 0.025
H -19.00 -0.87 1.89 0.030
H -14.17 1.31 4.54 0.025
H -16.49 1.09 -6.54 0.026
H -12.11 -6.16 -4.04 0.026
H -13.50 4.12 -3.79 0.032
H -14.91 -2.11 -8.74 0.024
```

Calculated values
Net charge = -1
Energy relative to the best compared isomer or geometry (same formula, charge and spin) = 70.53 kcal/mol
Kohn-Sham gap = 10.658 eV

=====

Density functional theory data (ωB97M-V/def2-TZVPD) for a structure of composition AuClO4S4.

XYZ file:
```
10
Properties=species:S:1:pos:R:3:lowdin_charge:R:1
Au 0.15 0.09 0.70 0.173
Cl -2.48 0.76 -1.53 0.626
S 2.49 -0.07 -0.02 -0.255
S 2.23 -0.63 3.24 -0.318
S 0.29 0.07 3.17 -0.266
S 3.28 0.46 1.82 -0.312
O -2.09 -0.19 -0.48 -0.473
O -3.92 0.92 -1.48 -0.398
O -2.09 0.24 -2.82 -0.388
O -1.83 2.03 -1.29 -0.389
```

Calculated values
Net charge = -2
Kohn-Sham gap = 6.171 eV

=====

Density functional theory data (ωB97M-V/def2-TZVPD) for a structure of composition B2Ca2F10K in a non-equilibrium geometry.

XYZ file:
```
15
Properties=species:S:1:pos:R:3:lowdin_charge:R:1
Ca 23.24 13.51 -5.56 1.718
Ca 22.48 11.50 -7.58 1.741
K 19.66 13.39 -6.54 1.151
F 23.71 15.60 -8.37 0.219
F 21.69 12.61 -6.21 -0.822
F 21.54 10.48 -8.78 0.041
F 19.82 11.37 -9.85 0.279
F 23.86 11.95 -6.35 -0.689
F 24.19 13.53 -7.87 0.168
F 19.56 10.41 -7.90 0.256
F 20.79 12.24 -8.08 -0.081
F 24.18 15.01 -6.21 0.079
F 22.32 14.24 -7.08 -0.025
B 20.37 11.14 -8.66 -1.598
B 23.61 14.65 -7.38 -1.436
```

Calculated values
Net charge = +1
Kohn-Sham gap = 12.165 eV

=====

Density functional theory data (ωB97M-V/def2-TZVPD) for a structure of composition B2F8Sn in a non-equilibrium geometry.

XYZ file:
```
11
Properties=species:S:1:pos:R:3:lowdin_charge:R:1
Sn 0.28 -3.10 1.89 1.621
F -2.59 -1.83 -2.70 0.145
F 3.67 3.52 2.41 0.182
F 3.80 1.33 2.39 0.188
F -3.70 -0.81 -1.07 0.152
F -3.93 -2.99 -1.36 0.117
F -4.74 -1.44 -2.89 0.185
F 2.51 2.31 0.98 0.162
F 4.77 2.37 0.74 0.148
B -3.77 -1.79 -2.01 -1.452
B 3.71 2.43 1.63 -1.447
```

Calculated values
Energy relative to the best compared isomer or geometry (same formula, charge and spin) = 219.65 kcal/mol
Kohn-Sham gap = 2.311 eV

=====

Density functional theory data (ωB97M-V/def2-TZVPD) for a structure of composition B2H32NiO12 in a non-equilibrium geometry.

XYZ file:
```
47
Properties=species:S:1:pos:R:3:lowdin_charge:R:1
Ni 0.29 -1.50 -1.57 0.632
O 2.21 -2.52 2.05 -0.026
O 2.63 0.47 1.51 -0.044
O -0.18 1.26 4.36 -0.056
O -2.20 2.82 1.42 -0.040
O 0.12 2.88 -0.19 -0.055
O 2.32 -0.85 -2.02 -0.008
O 1.35 -3.13 -0.54 -0.010
O -1.32 2.63 -2.35 -0.043
O -3.04 0.46 -0.20 -0.046
O -0.37 0.11 -2.78 -0.022
O -0.89 -1.71 2.81 -0.037
O 1.58 2.71 -2.59 -0.043
B 0.13 -0.08 0.20 -0.432
B -1.80 -2.58 -1.20 -0.309
H -2.44 1.91 1.22 0.005
H -0.67 -0.19 -0.51 -0.030
H 1.01 0.11 -0.39 -0.014
H -0.33 0.92 5.25 0.027
H -0.76 3.34 -2.66 0.047
H -1.08 2.53 -1.42 -0.004
H -0.84 0.83 3.83 0.010
H 1.82 0.35 1.01 -0.064
H -0.01 0.37 -3.63 0.090
H -0.69 0.92 -2.39 0.021
H 1.06 2.98 -1.83 -0.012
H -0.08 0.65 0.96 0.022
H 1.90 -1.62 1.95 0.010
H -0.07 -2.04 3.17 0.015
H 0.50 2.18 0.35 0.018
H -1.00 -2.93 -0.57 -0.041
H -2.62 -2.25 -0.58 -0.015
H 1.68 -3.99 -0.78 0.092
H -0.34 3.44 0.43 0.062
H -1.45 -1.80 -1.86 -0.031
H -3.00 3.19 1.80 0.047
H 1.98 -2.75 2.95 0.060
H 2.70 -0.18 -2.59 0.081
H -3.19 0.19 -1.11 0.051
H 2.21 2.08 -2.24 0.018
H 0.26 -1.01 0.73 -0.020
H 3.07 -1.32 -1.66 0.087
H -2.36 -0.14 0.11 -0.007
H 3.16 1.04 0.95 0.042
H -2.23 -3.41 -1.73 -0.024
H 1.61 -3.03 0.38 0.025
H -0.64 -1.36 1.95 -0.029
```

Calculated values
Kohn-Sham gap = 7.129 eV

=====

Density functional theory data (ωB97M-V/def2-TZVPD) for a structure of composition B3CsH12 in a non-equilibrium geometry.

XYZ file:
```
16
Properties=species:S:1:pos:R:3:lowdin_charge:R:1
Cs 0.61 1.21 -0.30 1.536
B -0.34 1.56 2.02 -0.737
B -0.55 -0.55 -2.16 -0.578
B 0.80 -1.25 0.24 -0.703
H -1.34 -1.22 -1.86 -0.058
H -0.90 1.71 2.93 -0.091
H -0.19 -0.94 -0.07 -0.124
H -0.17 0.02 -1.33 -0.394
H 0.53 0.96 2.22 -0.102
H -0.09 2.52 1.61 -0.153
H -1.03 0.09 -2.89 -0.089
H 1.51 -0.66 -0.32 -0.184
H -0.93 1.05 1.27 -0.145
H 0.25 -1.10 -2.64 -0.054
H 0.94 -1.11 1.30 -0.067
H 0.91 -2.29 -0.02 -0.058
```

Calculated values
Net charge = -2
Energy relative to the best compared isomer or geometry (same formula, charge and spin) = 210.54 kcal/mol
Kohn-Sham gap = 4.468 eV

=====

Density functional theory data (ωB97M-V/def2-TZVPD) for a structure of composition B3F12Sn in a non-equilibrium geometry.

XYZ file:
```
16
Properties=species:S:1:pos:R:3:lowdin_charge:R:1
Sn 1.19 0.74 0.63 1.903
F -1.18 1.62 0.16 0.007
F -0.20 -2.13 1.75 0.132
F 0.70 2.27 -1.60 0.021
F -2.84 0.57 -1.13 0.169
F -0.93 -0.56 -0.36 0.056
F 1.54 1.64 -3.67 0.123
F 2.04 -1.99 1.70 0.044
F 0.92 -2.67 3.67 0.153
F -2.57 0.06 1.09 0.122
F 1.29 0.12 -1.95 0.016
F 0.90 -0.48 2.91 -0.040
F -0.55 0.99 -3.03 0.156
B 0.74 1.26 -2.60 -1.290
B 0.90 -1.88 2.55 -1.303
B -1.94 0.43 -0.11 -1.270
```

Calculated values
Net charge = -1
Energy relative to the best compared isomer or geometry (same formula, charge and spin) = 2.88 kcal/mol
Kohn-Sham gap = 9.778 eV

=====

Density functional theory data (ωB97M-V/def2-TZVPD) for a structure of composition B4CaF16 in a non-equilibrium geometry.

XYZ file:
```
21
Properties=species:S:1:pos:R:3:lowdin_charge:R:1
Ca -0.01 -0.15 0.00 1.688
F -0.59 -4.02 0.36 0.168
F 1.62 1.79 -1.61 0.224
F -1.21 -1.95 1.26 0.186
F 2.51 2.01 2.27 0.286
F -2.18 -0.23 -0.62 0.147
F -3.64 1.16 0.41 0.206
F 1.39 -0.55 -1.87 0.076
F -1.63 1.85 -0.36 0.168
F 2.29 0.22 1.01 0.351
F 0.78 1.85 1.03 0.206
F -1.80 0.52 1.48 0.099
F -0.23 0.83 -2.17 0.147
F 1.59 0.78 -3.71 0.096
F -0.79 -2.17 -0.87 0.111
F 0.84 -2.34 0.72 0.089
F 1.09 0.33 2.69 0.376
B -2.36 0.81 0.22 -1.402
B 1.67 1.14 1.72 -1.497
B 1.13 0.76 -2.34 -1.289
B -0.48 -2.65 0.38 -1.436
```

Calculated values
Net charge = -1
Energy relative to the best compared isomer or geometry (same formula, charge and spin) = 0.00 kcal/mol
⟨S²⟩ = 0.754
Kohn-Sham gap (alpha / beta) = 12.900 / 3.288 eV
Multiplicity = 2